[1]
# C4H11NO2

A cluster of 2 separate species, C4H11NO2 in total (the ωB97M-V functional and the def2-TZVPD basis, the OMol25 dataset).

Output
**Frontier orbital gap**: 10.21 eV
**LUMO energy**: 0.0340 hartree
**Electronic energy**: -364.1863 hartree
**ΔE to the lowest compared entry with this formula, charge and spin**: 51.4 kcal/mol

Geometry as ORCA input:
```
! RIJCOSX wB97M-V def2-TZVPD def2/J DEFGRID3
* xyz 0 1
C -0.38174 -1.22043 0.82613
C 0.32148 -0.23261 -0.23096
C -0.58532 0.43861 -1.14019
O -0.69136 1.54833 -1.58025
N -1.50135 -0.57903 -1.51007
C -2.10763 -0.53522 -2.81969
H 0.40314 -1.67974 1.45377
H -0.82445 -1.99139 0.24350
H -1.01025 -0.70272 1.48430
H 0.67794 0.62585 0.42305
H 1.13010 -0.75833 -0.71264
H -2.17058 -0.61190 -0.76161
H -1.38143 -0.45666 -3.59556
H -2.62883 -1.62330 -2.94243
H -2.87661 0.27319 -3.09183
O 4.23402 2.22914 4.53901
H 4.87594 2.23714 5.20388
H 4.51692 3.03906 4.21160
*
```

***

[2]
# C10H13N2

A cluster of 2 separate species, C10H13N2 in total (the ωB97M-V functional and the def2-TZVPD basis, the OMol25 dataset).

Output
**Frontier orbital gap**: 9.87 eV
**LUMO energy**: -0.0991 hartree
**Electronic energy**: -498.0977 hartree
**ΔE to the lowest compared entry with this formula, charge and spin**: 32.4 kcal/mol

Geometry as ORCA input:
```
! RIJCOSX wB97M-V def2-TZVPD def2/J DEFGRID3
* xyz 1 1
C 0.10709 2.30106 -2.26550
C -0.39878 1.14651 -1.76960
C 1.16584 1.89799 -0.41788
C -0.02855 -2.87696 0.40577
C -1.32545 -3.00854 -0.13592
C 0.28648 -1.90403 1.32583
C -2.22170 -2.01630 0.21142
C -0.71044 -0.97797 1.70255
C -1.99268 -0.97519 1.12359
C 2.10379 1.93564 0.64564
N 1.03768 2.81458 -1.34751
N 0.32749 0.93196 -0.61110
H -0.23212 2.98933 -3.04886
H 0.78704 -3.39362 0.08637
H -1.69796 -4.00086 -0.62460
H 1.31975 -1.89053 1.66598
H -3.24631 -2.07019 -0.03476
H -0.61100 -0.37447 2.50370
H -1.06245 0.38836 -2.18941
H -2.79856 -0.23524 1.23877
H 3.03226 2.24064 0.35780
H 1.82125 2.46452 1.50830
H 2.31885 0.89267 1.15298
H 1.56258 3.66897 -1.45184
H 0.45588 0.05167 -0.03171
*
```

***

[3]
# C2H14NO3S

A cluster of 4 separate species, C2H14NO3S in total (the ωB97M-V functional and the def2-TZVPD basis, the OMol25 dataset).

Output
**Frontier orbital gap (alpha / beta)**: 3.31 / 9.37 eV
**LUMO energy (alpha / beta)**: 0.0057 / 0.0000 hartree
**Electronic energy**: -763.1094 hartree
**<S²>**: 0.751
**ΔE to the lowest compared entry with this formula, charge and spin**: 2.2 kcal/mol

Geometry as ORCA input:
```
! RIJCOSX wB97M-V def2-TZVPD def2/J DEFGRID3
* xyz 0 2
C -1.30228 -0.46363 1.19699
C -1.34676 -0.38933 -0.33296
S -2.64686 0.85112 -0.87543
N -0.29617 -1.49390 1.61096
H -2.23781 -0.74654 1.66738
H -0.93946 0.52553 1.46798
H -1.68632 -1.34932 -0.69860
H -0.32967 -0.14133 -0.63361
H -1.69601 1.41446 -1.62629
H -0.22184 -2.34026 1.00960
H -0.59059 -1.89930 2.56091
H 0.64301 -1.12738 1.85429
H 2.82376 -0.12847 1.73772
H 2.89642 -0.81605 0.54268
O 2.52438 -0.99614 1.42435
H 1.70472 -0.90473 -3.68167
H 2.39454 -0.10923 -2.56607
O 1.90574 -0.93456 -2.75429
H 2.74420 3.16640 0.28601
H 2.04960 2.48140 1.52694
O 2.24398 2.41282 0.59060
*
```

***

[4]
# C3H5NO2

A cluster of 2 separate species, C3H5NO2 in total (the ωB97M-V functional and the def2-TZVPD basis, the OMol25 dataset).

Output
**Frontier orbital gap**: 11.19 eV
**LUMO energy**: 0.0321 hartree
**Electronic energy**: -322.5079 hartree
**ΔE to the lowest compared entry with this formula, charge and spin**: 41.7 kcal/mol

Geometry as ORCA input:
```
! RIJCOSX wB97M-V def2-TZVPD def2/J DEFGRID3
* xyz 0 1
C 0.81412 -0.04012 1.06342
C 0.89364 -0.85518 -2.04653
O 0.45511 -1.89601 -1.96094
N -1.15060 0.98342 -0.96416
C -1.38801 0.50513 0.18111
O -0.58236 0.16763 1.21423
H 1.32088 0.74318 0.48778
H 1.00858 -1.01600 0.60151
H 1.20654 -0.04551 2.08212
H -0.16064 1.14423 -1.13995
H -2.41724 0.30923 0.48141
*
```

***

[5]
# C6H12ClN

The molecule C6H12ClN (the ωB97M-V functional and the def2-TZVPD basis, the OMol25 dataset).

Output
**Frontier orbital gap**: 9.78 eV
**LUMO energy**: 0.0333 hartree
**Electronic energy**: -750.7398 hartree
**ΔE to the lowest compared entry with this formula, charge and spin**: 20.8 kcal/mol

Geometry as ORCA input:
```
! RIJCOSX wB97M-V def2-TZVPD def2/J DEFGRID3
* xyz 0 1
C -1.45067 -2.18854 -0.25232
C -0.62873 -1.01420 0.29885
C -1.08638 -0.51025 1.60040
C 0.28959 -0.40793 -0.48608
C 1.03765 0.86119 -0.08139
N 2.46077 0.90125 -0.42442
C 0.33375 2.13025 -0.62520
Cl 0.14123 2.09328 -2.35953
H -1.14555 -2.38556 -1.27684
H -2.52698 -1.92777 -0.16325
H -1.36190 -3.05901 0.42004
H -0.67262 0.52883 1.83062
H -0.73352 -1.14369 2.39204
H -2.14533 -0.39188 1.59302
H 0.56688 -0.87804 -1.44461
H 1.01422 0.97987 0.99187
H 3.02174 0.18456 0.00226
H 2.66268 0.90893 -1.42589
H 0.89857 3.03676 -0.36377
H -0.67542 2.28196 -0.22579
*
```

***

[6]
# C22H28B11Br6N5Ru

A structure of composition C22H28B11Br6N5Ru (the ωB97M-V functional and the def2-TZVPD basis, the OMol25 dataset).

Output
**Frontier orbital gap (alpha / beta)**: 5.50 / 5.56 eV
**LUMO energy (alpha / beta)**: -0.3939 / -0.3930 hartree
**Electronic energy**: -16940.5215 hartree
**<S²>**: 1.038
**ΔE to the lowest compared entry with this formula, charge and spin**: 0.0 kcal/mol

Geometry as ORCA input:
```
! RIJCOSX wB97M-V def2-TZVPD def2/J DEFGRID3
* xyz 3 2
Ru 0.14380 -1.21930 -2.36719
C -3.25567 0.54957 -4.16005
C -3.30904 -0.12825 -5.36968
C -2.41859 -1.16024 -5.64960
C -1.46604 -1.51167 -4.70656
C -1.40146 -0.80721 -3.50098
C -2.30273 0.20104 -3.20550
C -0.48419 -2.59169 -4.82260
C -0.44186 -3.51374 -5.86422
C 0.54052 -4.47022 -5.87178
C 1.49237 -4.52090 -4.83683
C 2.54515 -5.46588 -4.83699
C 3.43659 -5.51122 -3.80443
C 3.28930 -4.62453 -2.72116
C 2.28245 -3.69410 -2.69614
C 1.38137 -3.60166 -3.76712
N 0.39241 -2.63717 -3.79816
H -3.96543 1.33923 -3.95503
H -4.06082 0.13831 -6.09972
H -2.48075 -1.67599 -6.59849
H -2.27707 0.71040 -2.24747
H -1.18130 -3.46878 -6.64939
H 0.58682 -5.20224 -6.66880
H 2.63355 -6.14341 -5.67645
H 4.24657 -6.22663 -3.80964
H 3.98721 -4.67862 -1.89579
H 2.18165 -3.03425 -1.84619
Br 2.12996 -0.44005 -0.80004
B 1.67301 -1.28646 0.93358
B 2.80969 -2.13326 1.97739
C 1.83656 -3.28727 2.76240
B 1.52977 -3.03865 1.12135
B 0.21155 -3.38598 2.27383
B 0.66373 -2.69117 3.84157
B 2.27426 -1.92277 3.66498
B 2.16964 -0.56156 2.51713
Br 3.18868 1.07001 2.58586
B 0.80956 -0.92193 3.72230
Br 0.46811 0.22664 5.23580
B -0.51720 -1.83810 2.81510
Br -2.38846 -1.61588 3.20453
B 0.05981 -2.06287 1.12246
Br -1.18813 -2.07472 -0.42975
B 0.51165 -0.66908 2.04954
Br -1.65278 2.45909 4.37216
H 3.94227 -2.34153 1.73795
H 2.31799 -4.21691 3.03615
H 1.81322 -3.83196 0.29940
H -0.36491 -4.40918 2.21375
H 0.41487 -3.26879 4.83429
H 3.05062 -1.99904 4.54397
C 0.29503 5.58687 1.83905
N -0.84839 4.88370 1.21184
C -2.00574 5.81164 1.25054
N -2.32195 6.20159 2.62367
C -1.17143 6.91239 3.20916
N -0.02258 5.99475 3.20253
C -0.28625 4.86542 4.02978
N -1.48624 4.15012 3.41758
C -1.18195 3.73196 1.99476
C -2.68885 5.07534 3.42828
H 0.52730 6.46763 1.24477
H 1.16676 4.93051 1.85552
H -2.87649 5.33532 0.79782
H -1.75291 6.70112 0.67795
H -1.39935 7.22252 4.22795
H -0.94198 7.78764 2.60637
H -0.54308 5.17173 5.04302
H 0.56035 4.18031 4.05310
H -2.06850 3.23923 1.59314
H -0.36312 3.01528 2.01670
H -2.89996 5.37411 4.45394
H -3.54897 4.55137 3.01281
*
```